i:
Computed, not measured: a cluster of 2 separate species, HN3O in total, with the ωB97M-V functional and the def2-TZVPD basis.

Last column: Löwdin charge in e.
Geometry (Å):
N -2.203 0.205 0.074  0.0717
N 1.049 -0.174 -0.450  -0.0700
O 1.110 -1.251 0.061  -0.0811
H 1.220 0.613 0.299  0.0646
N -1.175 0.607 0.016  0.0148

Frontier orbital gap, eV: 9.31
Net charge: 0
LUMO, eV: -0.194
SMILES string: N#N.N=O


ii:
Computed, not measured: a structure of composition HN3O, with the ωB97M-V functional and the def2-TZVPD basis.

Last column: Löwdin charge in e.
Geometry (Å):
N 0.546 0.209 0.157  0.1389
O 0.437 -1.623 -0.230  0.0260
N -0.400 0.860 -0.115  -0.2367
H 0.635 -1.103 0.458  -0.1782
N -1.220 1.656 -0.270  0.2500

Frontier orbital gap (spin up / spin down), eV: 7.97 / 7.97
Net charge: 0
LUMO (spin up / spin down), eV: -3.076 / -3.079


Energetically preferred structure: i | next structure: +4.922 eV


i:
Computed, not measured: a structure of composition C44H47Br2MoN2O6Se, with the ωB97M-V functional and the def2-TZVPD basis.

Last column: Mulliken spin population.
Geometry (Å):
C 3.945 4.753 0.101  0.0030
H 2.845 -0.007 -3.352  -0.0011
C -4.275 2.786 -1.153  -0.0065
C 0.025 -5.066 5.523  0.0009
H 2.569 3.711 1.387  -0.0006
H 1.210 -3.553 7.476  0.0000
H -1.204 -1.771 -4.149  -0.0003
C -2.928 2.440 -0.626  0.0313
O -0.195 2.819 1.546  -0.0168
H -4.393 2.415 -2.167  0.0011
C 3.231 2.467 -0.221  0.0102
C 0.649 4.823 -3.518  0.0321
H 0.288 3.315 -5.002  -0.0006
H -0.481 -0.527 -8.185  0.0000
H -2.010 -1.410 -6.444  0.0000
C 1.634 -0.576 -5.537  -0.0002
C 0.733 5.124 -2.172  -0.0241
O -0.380 -2.394 -1.971  0.0048
C -0.981 -1.173 -6.197  0.0004
C -2.289 3.143 0.503  0.1440
H -1.217 -4.039 7.669  0.0000
C -1.513 -1.979 4.288  -0.0038
H -1.986 0.107 -2.219  0.0005
H 1.870 -0.001 -7.586  0.0000
C 0.336 -2.145 2.329  0.0190
C -3.301 0.273 1.759  -0.0156
H 5.343 5.533 -1.334  -0.0002
H -4.154 -2.102 4.097  -0.0001
H -2.168 4.479 2.125  -0.0010
C 0.533 4.105 -1.245  0.0344
Br 0.918 6.204 -4.808  0.0015
C 1.342 -1.229 -3.116  -0.0037
H -3.164 -0.356 0.879  -0.0047
H -0.798 -5.475 4.931  -0.0001
O 2.092 -0.088 -2.760  0.0002
C 1.023 -3.012 6.541  0.0009
C 3.191 3.656 0.502  -0.0005
H -3.818 3.950 1.748  0.0036
H -4.092 -2.269 2.339  -0.0002
C 2.187 -2.490 -2.958  0.0012
C 0.365 3.538 -3.946  -0.0182
C -1.703 -1.206 3.136  0.0031
H -4.180 1.020 4.156  0.0002
C -0.128 -0.678 -7.171  0.0000
H 4.383 -5.641 -2.429  0.0000
Br 1.541 -2.515 0.915  -0.0007
H 3.350 -1.605 -1.396  -0.0015
H -2.614 1.109 1.689  -0.0052
H 1.338 -3.573 3.527  -0.0006
C 0.175 2.541 -2.994  0.0643
H 0.593 4.363 -0.193  -0.0019
O -0.316 -0.176 -1.684  0.0066
C -3.071 -0.493 3.057  0.0004
H -1.596 -2.428 7.050  0.0000
Mo -0.153 1.214 -0.191  1.9022
C -0.425 -2.803 4.517  0.0103
H -5.165 -1.065 3.079  0.0001
C 4.063 2.388 -1.338  -0.0004
H -3.138 0.031 5.190  -0.0002
H -2.421 1.267 4.149  -0.0002
C 2.742 -4.771 -3.511  -0.0001
C 3.202 -2.490 -2.006  0.0023
C -1.410 -3.465 6.758  0.0004
H 4.106 1.457 -1.892  0.0004
H 2.550 -5.662 -4.096  0.0000
H -2.318 -3.860 6.293  0.0000
O -0.666 -0.338 1.140  0.0881
H -4.423 3.867 -1.138  0.0007
H 0.950 -5.225 4.965  0.0000
C 4.756 4.676 -1.023  -0.0046
H 1.913 -3.097 5.912  -0.0001
H -4.328 0.660 1.757  0.0009
H -2.288 -1.934 5.043  -0.0017
C -0.209 -3.578 5.820  0.0013
H 4.768 -3.609 -1.060  -0.0001
Se 2.276 0.910 0.351  -0.0408
H -3.012 5.143 0.718  0.0040
C 1.955 -3.642 -3.701  -0.0002
C 3.766 -4.762 -2.572  0.0003
C -3.210 0.512 4.212  0.0018
H 1.151 -3.663 -4.426  -0.0001
C -4.185 -1.549 3.156  0.0019
N -2.204 1.486 -1.068  -0.0540
H 2.670 -0.354 -5.305  -0.0001
C 1.189 -0.384 -6.836  0.0000
C -0.685 -1.176 2.147  0.0175
H -0.035 1.541 -3.350  0.0265
O -2.711 0.762 -2.100  0.0039
C 0.488 -2.902 3.472  -0.0080
C 0.265 2.782 -1.615  -0.1748
H 3.896 5.676 0.670  0.0002
H -5.045 2.328 -0.525  0.0024
C 0.783 -1.057 -4.545  0.0001
C 3.989 -3.620 -1.814  -0.0002
H 0.951 6.134 -1.849  -0.0004
N -1.145 2.610 0.723  -0.0233
C -2.858 4.242 1.317  -0.0036
H 0.878 -1.954 6.773  0.0000
H 5.452 3.411 -2.615  0.0000
H 0.096 -5.633 6.457  0.0000
C -0.529 -1.364 -4.894  0.0000
C 4.817 3.486 -1.739  0.0029
C 0.139 -1.322 -2.149  -0.0109

Frontier orbital gap (spin up / spin down), eV: 7.03 / 6.62
Net charge: -1
LUMO (spin up / spin down), eV: 2.382 / 1.730
Multiplicity: 3


ii:
Computed, not measured: a structure of composition C44H47Br2MoN2O6Se, with the ωB97M-V functional and the def2-TZVPD basis.

Last column: Mulliken spin population.
Geometry (Å):
H 4.467 -2.129 -0.599  0.0001
C -3.173 0.383 -1.925  0.0303
C -1.383 5.157 0.460  -0.0037
O 1.407 -0.009 0.416  0.0681
Br -3.979 1.360 -0.500  0.0016
C 0.979 6.492 1.045  0.0029
H -4.471 -1.448 2.335  0.0006
H 7.245 -0.061 2.313  0.0000
H 6.968 -0.099 4.779  0.0001
C -3.993 1.472 3.288  0.0005
C -2.807 0.927 2.575  0.0582
H -5.352 1.193 -5.339  -0.0002
C 1.314 1.386 5.133  -0.0130
C -3.489 -0.491 -4.142  0.0153
H -4.082 -0.447 -7.554  -0.0001
H -3.073 -2.538 2.408  -0.0006
C -1.418 6.441 0.991  0.0038
C 2.427 2.184 4.933  0.0269
C 2.765 2.643 3.673  -0.0179
C -3.958 0.232 -3.062  -0.0041
H 1.777 -3.926 2.185  0.0002
C -1.403 -0.901 -2.895  -0.0027
C 0.528 1.048 4.037  -0.0125
H -3.114 0.676 -6.582  0.0000
C -4.710 -2.197 -5.505  0.0015
H -2.373 6.922 1.162  0.0003
H -3.829 -2.842 -5.526  -0.0002
C 2.844 -1.528 1.573  -0.0128
C -4.307 -0.719 -5.414  0.0001
O -1.178 -0.016 -0.700  0.0604
C 6.305 -0.374 2.752  -0.0003
H 0.019 -1.963 -0.724  -0.0060
O -2.053 3.029 2.350  0.0103
H -3.690 2.241 3.997  0.0026
C 0.827 1.486 2.743  -0.2167
O 3.511 -0.084 -0.266  0.0246
H -4.664 1.940 2.563  0.0050
C 5.256 -0.737 1.920  -0.0024
C 1.016 5.204 0.527  -0.0031
C 4.174 -4.243 -0.805  -0.0003
H -4.936 0.692 -3.069  -0.0005
H -1.198 3.416 2.102  0.0018
C 1.053 -0.401 -2.791  0.0025
H 1.074 1.023 6.124  -0.0007
O 1.740 -1.625 2.429  0.0030
C 2.455 -4.014 1.348  0.0005
H -0.598 -3.275 -1.729  -0.0005
H 1.142 -2.941 -1.688  0.0002
H 0.912 -1.830 1.943  0.0032
H -5.313 -2.484 -4.641  -0.0001
H 1.331 -2.709 -4.053  -0.0001
C 3.109 -2.881 0.879  0.0047
C -2.560 -0.501 2.407  0.0378
Br 3.513 2.653 6.421  0.0014
H 5.377 -0.682 0.848  0.0000
C -0.165 4.515 0.245  0.0019
Se -0.053 2.782 -0.557  -0.0655
C 0.149 -2.478 -1.672  0.0174
C 6.154 -0.402 4.132  -0.0003
H -4.535 0.685 3.806  0.0000
N -1.379 -0.720 1.907  0.0083
C 0.003 -1.521 -2.866  0.0039
H 3.670 -6.334 -0.807  0.0000
C 4.942 -0.806 4.671  0.0002
C 3.890 -1.172 3.841  0.0007
H 2.130 -6.118 1.128  0.0000
H -1.832 -1.628 -4.839  -0.0018
C -5.578 0.128 -5.431  0.0004
H -0.329 0.405 4.210  -0.0011
H 1.967 4.718 0.344  0.0005
H 1.088 0.145 -3.738  0.0002
C 1.963 2.289 2.590  0.0569
C 0.309 -2.331 -4.128  0.0005
H 2.939 -1.464 4.263  -0.0006
C -1.887 -0.151 -1.780  -0.0176
H -3.608 -1.685 3.862  0.0015
H -0.271 8.109 1.710  -0.0004
O -0.890 -1.875 1.684  0.0331
C 3.516 -5.372 -0.333  0.0001
Mo -0.257 0.808 1.022  2.0223
H 0.247 -1.724 -5.034  0.0000
H -5.293 -2.384 -6.413  0.0001
C 2.656 -5.251 0.749  -0.0002
H -6.108 -0.027 -6.374  0.0001
C -2.214 -1.047 -4.011  -0.0063
C 4.034 -1.134 2.457  0.0050
N -1.902 1.683 2.067  -0.1241
H 4.804 -0.826 5.745  0.0001
H 1.905 7.011 1.259  0.0002
C -0.240 7.112 1.290  -0.0056
C -3.475 -0.352 -6.650  0.0016
H 2.249 2.633 1.602  0.0185
H -2.301 4.648 0.199  0.0001
H 3.648 3.252 3.530  -0.0001
H 0.837 0.311 -1.998  0.0003
C 2.635 -0.453 0.479  -0.0161
H -2.606 -1.002 -6.763  -0.0001
C -3.485 -1.602 2.779  -0.0019
H 2.043 -0.824 -2.606  -0.0015
H -0.357 -3.192 -4.237  -0.0002
H -6.259 -0.143 -4.621  0.0000
H 4.842 -4.318 -1.655  0.0000
C 3.974 -3.008 -0.204  -0.0004

Frontier orbital gap (spin up / spin down), eV: 6.52 / 6.67
Net charge: -1
LUMO (spin up / spin down), eV: 1.590 / 1.610
Multiplicity: 3


Energetically preferred structure: ii | next structure: +0.679 eV


i:
Computed, not measured: an isolated molecule of C4H14N2Si, with the ωB97M-V functional and the def2-TZVPD basis.

Last column: Löwdin charge in e.
Geometry (Å):
H -0.315 -0.952 -1.743  -0.0289
C 2.887 -0.864 -0.754  -0.1694
H 3.557 -1.699 -0.533  0.0574
H -1.059 3.069 -0.537  0.0660
H 3.400 0.111 -0.291  0.1108
H 2.825 -0.939 -1.812  0.0414
H -0.590 -2.778 0.543  -0.0042
C -1.166 -1.878 0.511  -0.2165
C -1.009 1.450 1.455  -0.1690
H -2.019 1.315 1.593  0.0426
H -0.643 2.454 1.607  0.0694
H -0.698 1.990 -1.799  0.0315
H -2.401 2.032 -1.230  0.1054
H -0.542 0.799 2.212  0.0768
H -1.564 -1.394 1.478  0.0445
N -0.603 1.155 0.072  -0.3206
H -2.119 -2.157 0.039  0.0218
N 1.580 -1.189 -0.087  -0.2188
H 1.788 -1.936 0.589  0.0681
Si -0.045 -0.644 -0.397  0.5721
C -1.264 2.054 -0.916  -0.1806

Frontier orbital gap, eV: 9.10
Net charge: 0
LUMO, eV: 0.968
SMILES string: CN[Si@@H](C)N(C)C


ii:
Computed, not measured: an isolated molecule of C4H14N2Si, with the ωB97M-V functional and the def2-TZVPD basis.

Last column: Löwdin charge in e.
Geometry (Å):
H 2.374 1.043 -1.031  0.0670
H -1.355 1.039 1.158  0.1137
H 2.939 -0.456 -1.515  0.0932
Si -3.685 -0.051 -0.149  0.5575
H -4.201 -0.324 1.062  -0.1264
H -4.401 -0.645 -1.300  -0.0908
H 3.990 0.544 -0.315  0.0641
H 0.469 -1.586 -0.192  0.1291
C 3.015 0.215 -0.625  -0.1209
H -1.757 -1.264 0.494  0.0583
C 0.051 0.488 -0.291  -0.3193
N -1.262 0.762 0.168  -0.1360
H 0.416 -0.698 1.300  0.0729
C 2.317 -0.282 0.614  -0.2622
C 0.835 -0.641 0.340  -0.2262
H 3.000 -1.051 1.087  0.1236
H -3.596 1.360 -0.511  -0.0691
H 0.628 1.396 -0.156  0.1044
H 2.170 0.392 1.377  0.0726
N -2.025 -0.501 -0.133  -0.2365
H 0.079 0.260 -1.383  0.1309

Frontier orbital gap, eV: 10.00
Net charge: 0
LUMO, eV: 0.956
SMILES string: CCCCNN[SiH3]


Energetically preferred structure: i | next structure: +1.842 eV


i:
Computed, not measured: an isolated molecule of C4H5N3OS, with the ωB97M-V functional and the def2-TZVPD basis.

Last column: Löwdin charge in e.
Geometry (Å):
C -0.262 0.367 0.193  -0.5547
S 0.224 2.026 0.170  0.9426
H 0.459 -2.788 0.371  0.1170
N 0.446 -0.688 0.248  0.0848
O -2.475 1.313 0.020  -0.0616
H 2.538 2.037 0.763  0.0392
C -0.124 -1.864 0.245  -0.1458
N -2.198 -0.922 -0.044  0.1256
H 2.359 0.844 -0.678  0.0210
H 2.085 2.553 -1.059  0.0429
C -1.446 -1.974 0.014  -0.1417
N -1.747 0.287 0.041  -0.2693
H -1.927 -2.963 -0.067  0.1211
C 2.068 1.773 -0.218  -0.3212

Frontier orbital gap (spin up / spin down), eV: 8.69 / 8.70
Net charge: 0
LUMO (spin up / spin down), eV: 0.030 / 0.029


ii:
Computed, not measured: an isolated molecule of C4H5N3OS, with the ωB97M-V functional and the def2-TZVPD basis.

Last column: Löwdin charge in e.
Geometry (Å):
N 1.445 -0.790 -0.008  -0.0888
H -1.128 2.284 0.032  0.1316
C 0.768 0.458 -0.019  -0.5758
N -2.746 0.879 0.039  0.0125
S -1.432 -1.298 -0.110  1.1176
H 0.962 -1.798 -0.255  0.1557
C -1.480 1.268 0.004  -0.1557
N 2.962 -0.739 -0.064  -0.0483
H 3.224 0.298 -0.499  0.1278
H -3.677 -1.114 0.149  0.0710
C -0.626 0.200 -0.019  -0.4712
H 3.289 -0.686 1.054  0.1312
O 1.264 1.522 -0.194  0.0942
C -2.826 -0.484 -0.111  -0.5017

Frontier orbital gap, eV: 9.30
Net charge: 0
LUMO, eV: -0.069
SMILES string: NNC(=O)c1cncs1


Energetically preferred structure: ii | next structure: +0.891 eV


i:
Computed, not measured: an isolated molecule of C11H11NO2, with the ωB97M-V functional and the def2-TZVPD basis.

Last column: Löwdin charge in e.
Geometry (Å):
C -0.281 0.069 -0.636  -0.2054
H 2.031 -0.454 2.983  0.1196
H 0.093 2.369 1.921  0.0722
C -0.463 -0.963 -1.606  0.0066
C 1.312 -0.638 2.277  -0.0420
C -1.415 0.799 -0.272  -0.0518
H 0.373 -1.570 -1.963  0.1199
H 0.500 -1.218 2.723  0.1602
H 2.232 2.077 0.029  0.1129
C -2.897 -0.651 -1.530  -0.0692
C -1.771 -1.319 -2.016  -0.0881
N 0.268 1.475 2.402  0.1640
C 1.786 -1.550 1.198  -0.4090
H -3.368 1.075 -0.227  0.0735
O 2.299 -2.652 1.369  0.1111
C 1.757 1.367 -0.701  0.0127
H 2.524 0.920 -1.326  0.1016
H -1.127 1.734 0.319  0.1292
O 1.810 -0.903 -0.006  0.0574
H -1.804 -2.221 -2.684  0.1161
H -3.958 -0.916 -1.845  0.1208
C 0.674 0.524 1.725  -0.2439
C 1.006 0.276 -0.053  -0.3720
H 1.090 1.854 -1.355  0.0757
C -2.670 0.514 -0.725  -0.0721

Frontier orbital gap, eV: 9.73
Net charge: 0
LUMO, eV: 0.689
SMILES string: [H]/N=C1/CC(=O)O[C@@]1(C)c1ccccc1


ii:
Computed, not measured: an isolated molecule of C11H11NO2, with the ωB97M-V functional and the def2-TZVPD basis.

Last column: Löwdin charge in e.
Geometry (Å):
H -4.015 0.942 -1.282  0.1032
C -2.322 -0.357 -1.174  -0.0044
O 1.428 -0.115 1.309  -0.0566
C -1.008 1.916 -0.053  -0.0041
H -0.186 -1.156 2.091  0.0855
H 3.862 0.335 -1.425  0.0944
H 3.211 -1.077 -0.546  0.1004
C -0.369 0.709 -0.229  -0.1156
O 1.974 0.572 -0.781  -0.0501
H 0.604 -1.544 -1.744  0.1395
H 0.992 -0.458 3.228  0.1009
C -2.978 0.856 -0.993  -0.0729
C 0.442 -0.289 2.306  -0.0413
H -0.187 0.600 2.403  0.0965
H 3.700 0.378 0.351  0.0922
C -2.340 1.962 -0.452  -0.0748
C 0.134 -1.385 -0.776  -0.0771
H -0.519 2.780 0.371  0.1195
C 0.039 -2.559 -0.005  -0.2385
H -2.828 -1.213 -1.596  0.1157
N 0.007 -3.498 0.657  0.1512
C -1.002 -0.398 -0.781  -0.1565
C 0.992 0.102 0.033  -0.3622
H -2.894 2.882 -0.335  0.1029
C 3.263 0.014 -0.578  -0.0478

Frontier orbital gap, eV: 9.77
Net charge: 0
LUMO, eV: 0.794
SMILES string: COC1(OC)c2ccccc2[C@@H]1C#N


Energetically preferred structure: i | next structure: +0.469 eV


i:
Computed, not measured: a cluster of 2 separate species, C3H3BrCl2 in total, with the ωB97M-V functional and the def2-TZVPD basis.

Last column: Löwdin charge in e.
Geometry (Å):
H -1.668 0.138 -0.329  0.1339
H -0.923 -1.240 -1.224  0.1227
C -0.758 -0.411 -0.545  -0.1385
Br 1.914 -0.240 -1.843  0.7154
C 0.257 -0.525 0.481  -0.0193
Cl -0.540 0.866 3.193  -0.3265
Cl 0.528 2.130 -0.418  0.6458
C 0.532 0.385 -0.592  -1.2176
H 0.659 -1.102 1.278  0.0841

Frontier orbital gap, eV: 5.87
Net charge: 0
LUMO, eV: -3.539


ii:
Computed, not measured: a cluster of 2 separate species, C3H3BrCl2 in total, with the ωB97M-V functional and the def2-TZVPD basis.

Last column: Löwdin charge in e.
Geometry (Å):
Cl -2.641 0.514 -1.567  0.5401
Br -1.884 0.127 1.422  0.5709
H 0.579 -1.093 -1.642  0.1117
C -1.265 0.198 -0.466  -1.2038
H 0.315 1.851 -1.041  0.0856
Cl 2.840 -0.503 2.533  0.2343
C -0.026 -0.418 -1.030  -0.0237
H 2.139 -1.591 2.631  -0.2345
C -0.057 0.915 -0.840  -0.0806

Frontier orbital gap, eV: 10.74
Net charge: 0
LUMO, eV: 0.572
SMILES string: ClC1(Br)C=C1.Cl


Energetically preferred structure: ii | next structure: +2.056 eV